C19H15BF14NO4 | ωB97M-V/def2-TZVPD

CARTESIAN COORDINATES (ANGSTROEM)
C  1.1685  3.7421  0.3627
C  1.1890  2.5783  1.3785
C  -0.2453  2.1864  1.7769
B  -0.6629  0.6582  1.4367
O  -0.3720  0.1742  0.0450
C  -1.4016  -0.6688  -0.2899
C  -1.2116  -2.0914  0.1985
F  -1.4484  -2.2930  1.5026
F  -1.9990  -2.9704  -0.4806
C  0.2539  -2.5687  -0.0634
F  1.0673  -2.1011  0.8734
F  0.6754  -2.1507  -1.2699
C  0.3880  -4.1214  -0.0849
F  -0.3400  -4.7179  0.8555
F  0.0787  -4.6400  -1.2670
F  1.6712  -4.4244  0.1612
C  -2.6380  0.1858  0.2198
O  -2.5760  1.3616  -0.7059
C  -3.2563  2.3725  -0.3070
N  -3.9083  3.3128  -0.0217
C  -4.0190  -0.4460  0.2912
F  -4.8609  0.3052  1.0070
F  -3.9251  -1.6079  0.9616
C  -4.6725  -0.8219  -1.0693
F  -5.7539  -1.5647  -0.7661
F  -3.8686  -1.5896  -1.8082
C  -5.1921  0.3271  -1.9842
F  -6.1354  -0.2159  -2.7873
F  -4.2488  0.7859  -2.7878
F  -5.7604  1.3150  -1.3209
O  -2.2132  0.6092  1.4035
O  1.9392  1.4549  0.9427
C  3.3154  1.6811  0.8859
C  3.9247  0.5222  0.1411
C  3.3506  0.1446  -1.0285
C  3.8318  -0.9113  -1.7164
C  4.8994  -1.6135  -1.2456
C  5.4836  -1.2139  -0.0948
C  5.0080  -0.1515  0.6091
H  1.2365  4.6759  0.9134
H  0.2530  3.7515  -0.2216
H  1.9951  3.6956  -0.3447
H  1.6925  2.9763  2.2702
H  -0.3098  2.2893  2.8607
H  -0.9302  2.9292  1.3725
H  -0.3189  -0.1673  2.2567
H  -1.3915  -0.6791  -1.3828
H  3.5830  2.6367  0.4292
H  3.7432  1.6706  1.9005
H  2.4964  0.6648  -1.4313
H  3.3583  -1.2304  -2.6307
H  5.2682  -2.4733  -1.7815
H  6.3312  -1.7534  0.3031
H  5.4577  0.1807  1.5328

Results
* 2S+1: 1
* molecular weight: 598.12 g mol⁻¹
* charge: -1
* HOMO: -5.76 eV